Molecular formula: C36H33AgN6O2PS
Method: DFT, the ωB97M-V functional and the def2-TZVPD basis

The geometry in XYZ format:
```
80
Properties=species:S:1:pos:R:3:nbo_charge:R:1
Ag -0.2196 -0.1893 0.4081 0.81
C -1.0033 -2.6464 -3.0393 -0.26
O -0.2239 -2.4771 -1.8769 -0.49
C 1.0963 -2.2089 -2.0320 0.37
C 1.7352 -2.1194 -3.2626 -0.32
C 3.0973 -1.8387 -3.3222 -0.21
C 3.8217 -1.6388 -2.1607 -0.25
C 3.1782 -1.7145 -0.9315 -0.20
C 1.8260 -2.0028 -0.8505 0.03
N 1.0977 -2.0120 0.3758 -0.34
N 1.8299 -2.3136 1.3716 -0.17
C 1.3628 -2.2702 2.6427 -0.04
C 0.0372 -1.8578 3.0370 0.41
O -0.8915 -1.5817 2.2516 -0.67
C -0.1956 -1.7380 4.4808 -0.27
C 0.7325 -2.0589 5.3955 -0.18
C 2.0381 -2.5381 5.0167 -0.04
C 2.9882 -2.8892 5.9869 -0.21
C 4.2377 -3.3370 5.6298 -0.26
C 4.5532 -3.4423 4.2680 -0.22
C 3.6347 -3.1055 3.3018 -0.21
C 2.3474 -2.6389 3.6461 -0.03
H -0.6319 -3.4802 -3.6443 0.16
H -2.0086 -2.8715 -2.6910 0.19
H -1.0297 -1.7312 -3.6358 0.20
H 1.1759 -2.2493 -4.1772 0.21
H 3.5801 -1.7604 -4.2885 0.20
H 4.8769 -1.4010 -2.2053 0.20
H 3.7116 -1.5283 -0.0087 0.23
H -1.1717 -1.3634 4.7630 0.21
H 0.5183 -1.9511 6.4547 0.19
H 2.7169 -2.7974 7.0334 0.20
H 4.9644 -3.6059 6.3860 0.20
H 5.5332 -3.7960 3.9695 0.20
H 3.8839 -3.1931 2.2543 0.23
N -2.6081 0.5701 -0.9936 -0.68
N -3.0487 1.3685 -2.0564 -0.46
C -2.2140 1.6592 -3.0857 0.27
N -2.7420 2.5829 -3.9488 -0.82
S -0.7243 0.9847 -3.3628 -0.25
H -3.3798 0.0049 -0.6643 0.35
H -2.2115 1.1610 -0.2381 0.44
H -3.7299 2.0839 -1.8340 0.35
H -3.7343 2.7487 -3.9667 0.37
H -2.2263 2.7167 -4.7996 0.41
N -0.9218 1.7836 0.9363 -1.59
P -0.0171 3.0094 1.0049 1.76
C -0.8156 4.4510 1.8211 -0.40
C -0.5915 5.7873 1.5093 -0.14
C -1.2419 6.7977 2.2095 -0.25
C -2.1218 6.4780 3.2317 -0.22
C -2.3559 5.1445 3.5483 -0.22
C -1.7116 4.1400 2.8440 -0.17
C 1.5255 2.8587 2.0046 -0.41
C 2.3687 3.9418 2.2490 -0.19
C 3.5073 3.7913 3.0251 -0.23
C 3.8131 2.5516 3.5770 -0.22
C 2.9731 1.4712 3.3529 -0.22
C 1.8347 1.6292 2.5722 -0.12
C 0.5924 3.7235 -0.5738 -0.41
C 1.8822 3.4974 -1.0444 -0.13
C 2.2525 3.9017 -2.3206 -0.23
C 1.3374 4.5438 -3.1400 -0.21
C 0.0445 4.7675 -2.6853 -0.22
C -0.3233 4.3518 -1.4168 -0.19
H 0.0933 6.0485 0.7104 0.21
H -1.0611 7.8343 1.9514 0.20
H -2.6287 7.2644 3.7782 0.20
H -3.0462 4.8885 4.3427 0.20
H -1.9035 3.0950 3.0588 0.25
H 2.1355 4.9128 1.8257 0.21
H 4.1568 4.6401 3.2027 0.20
H 4.7012 2.4331 4.1857 0.20
H 3.1941 0.5028 3.7859 0.22
H 1.1667 0.7885 2.4072 0.22
H 2.6002 2.9817 -0.4187 0.21
H 3.2547 3.7011 -2.6786 0.21
H 1.6234 4.8518 -4.1384 0.20
H -0.6832 5.2473 -3.3287 0.20
H -1.3423 4.5044 -1.0750 0.21
```

Kohn-Sham gap ... 6.67 eV
2S+1 ... 1
Net charge ... -1
Largest force on an atom ... 0.33 eV/A
E_HOMO ... -4.17 eV
Calculated total energy ... -75026.7903 eV
LUMO level ... 2.5017 eV